[1]
The following is a quantum chemistry calculation of C24H25FN5O6RuS2 as an isolated structure, from the Open Molecules 2025 dataset.

- multiplicity = 6
- frontier orbital gap (alpha / beta) (eV) = 5.2 / 5.7
- net charge = 0
- electronic energy (eV) = -71996.7841
- <S²> = 8.762
- largest force on an atom (eV/Å) = 0.44
- energy above the lowest of the compared OMol25 structures with the same formula, charge and spin (kJ/mol) = 30.2

Last column: Mulliken spin population.
Cartesian coordinates (Å):
1 Ru -0.632 3.024 -0.278  3.958
2 C -1.840 7.021 -2.090  0.001
3 C -1.551 5.943 -1.064  -0.006
4 C -1.078 6.535 0.258  0.008
5 O -0.560 5.034 -1.589  0.050
6 C -2.785 5.060 -0.795  0.002
7 O -3.903 5.523 -0.842  0.030
8 O -2.511 3.820 -0.478  0.184
9 H -0.970 7.669 -2.206  0.000
10 H -2.694 7.615 -1.770  0.001
11 H -2.078 6.571 -3.053  0.000
12 H -0.229 7.202 0.093  0.000
13 H -0.780 5.758 0.967  -0.006
14 H -1.889 7.106 0.710  0.001
15 H 0.338 5.320 -1.361  0.003
16 S -0.766 2.934 2.212  0.306
17 C -1.752 1.529 1.961  0.000
18 S -1.545 0.766 0.417  0.273
19 C -2.576 0.993 2.920  0.008
20 C -3.222 -0.261 2.693  -0.018
21 N -3.740 -1.278 2.535  0.015
22 C -2.724 1.586 4.209  -0.013
23 N -2.848 2.044 5.258  0.014
24 C 4.058 -1.380 1.626  0.001
25 C 4.191 -1.292 0.114  -0.001
26 N 3.116 -0.506 -0.495  0.011
27 C 3.264 0.839 -0.577  0.001
28 C 2.305 1.696 -1.017  0.001
29 C 2.481 3.193 -0.822  -0.014
30 O 3.563 3.699 -1.061  0.015
31 O 1.443 3.766 -0.324  0.089
32 C 1.120 1.152 -1.587  0.008
33 O 0.183 1.846 -2.042  0.053
34 C 0.950 -0.292 -1.488  0.043
35 C -0.280 -0.830 -1.877  0.011
36 C -0.566 -2.115 -1.546  0.001
37 F -1.749 -2.660 -1.908  0.000
38 C 0.316 -2.894 -0.786  0.004
39 C 1.570 -2.403 -0.493  -0.010
40 C 1.912 -1.087 -0.857  -0.018
41 N -0.108 -4.140 -0.232  -0.001
42 C 0.218 -5.339 -0.971  0.000
43 C 0.158 -6.534 -0.037  0.000
44 N -1.209 -6.582 0.602  0.000
45 C -1.529 -5.295 1.331  0.001
46 C -1.452 -4.176 0.318  -0.006
47 H 4.861 -1.989 2.042  0.000
48 H 3.104 -1.818 1.919  0.000
49 H 4.117 -0.388 2.073  0.000
50 H 4.196 -2.278 -0.351  0.000
51 H 5.129 -0.815 -0.166  0.000
52 H 4.204 1.235 -0.211  0.001
53 H -1.001 -0.200 -2.378  -0.008
54 H 2.220 -3.002 0.128  0.000
55 H 1.226 -5.268 -1.376  0.000
56 H -0.466 -5.502 -1.823  0.000
57 H 0.870 -6.430 0.779  0.000
58 H 0.312 -7.480 -0.553  0.000
59 H -1.286 -7.383 1.228  0.000
60 H -1.907 -6.711 -0.134  0.000
61 H -0.778 -5.187 2.111  0.000
62 H -2.519 -5.402 1.769  0.000
63 H -1.678 -3.232 0.815  0.005
64 H -2.224 -4.327 -0.450  -0.001

[2]
The following is a quantum chemistry calculation of C30H34F6FeN2O6PS2 as an isolated structure, from the Open Molecules 2025 dataset.

- multiplicity = 6
- frontier orbital gap (alpha / beta) (eV) = 8.5 / 6.7
- net charge = +2
- electronic energy (eV) = -128564.2088
- <S²> = 8.762
- largest force on an atom (eV/Å) = 0.43
- energy above the lowest of the compared OMol25 structures with the same formula, charge and spin (kJ/mol) = 11.0

Last column: Mulliken spin population.
Cartesian coordinates (Å):
1 Fe -0.124 0.089 0.091  4.205
2 C -1.164 -3.428 -2.904  0.000
3 C -1.389 -2.257 -1.948  0.025
4 C -2.790 -1.676 -2.107  0.002
5 C -1.050 -2.716 -0.529  0.020
6 C -1.979 -3.777 0.056  -0.003
7 O -2.126 -3.368 1.441  0.017
8 C -1.681 -2.137 1.569  0.036
9 N -1.118 -1.635 0.510  0.087
10 C -1.905 -1.557 2.911  -0.018
11 C -2.779 -2.264 3.739  0.007
12 C -3.019 -1.857 5.042  -0.001
13 C -2.372 -0.744 5.549  0.005
14 C -1.510 -0.023 4.736  0.005
15 C -1.282 -0.401 3.416  0.061
16 P -0.118 0.638 2.506  0.108
17 C -0.604 2.355 2.692  0.047
18 C 0.344 3.355 2.444  0.018
19 C -0.030 4.687 2.498  -0.012
20 C -1.344 5.033 2.784  0.036
21 C -2.289 4.045 3.028  -0.013
22 C -1.926 2.709 2.982  0.025
23 C 1.539 0.350 3.115  0.032
24 C 2.213 -0.788 2.666  0.024
25 C 3.503 -1.042 3.099  0.001
26 C 4.115 -0.164 3.986  0.012
27 C 3.438 0.955 4.450  -0.002
28 C 2.149 1.221 4.018  0.015
29 H -1.306 -3.112 -3.936  0.000
30 H -1.879 -4.232 -2.711  0.000
31 H -0.157 -3.838 -2.812  0.000
32 H -0.665 -1.474 -2.208  0.011
33 H -3.569 -2.411 -1.899  0.000
34 H -2.934 -1.351 -3.138  0.000
35 H -2.954 -0.813 -1.460  0.002
36 H -0.021 -3.080 -0.530  -0.003
37 H -1.565 -4.780 0.052  0.000
38 H -2.974 -3.783 -0.384  0.002
39 H -3.269 -3.149 3.362  0.000
40 H -3.701 -2.424 5.662  0.000
41 H -2.534 -0.432 6.572  0.000
42 H -1.008 0.849 5.138  0.002
43 H 1.374 3.100 2.236  0.004
44 H 0.711 5.456 2.325  0.000
45 H -1.631 6.076 2.828  0.001
46 H -3.309 4.315 3.268  0.000
47 H -2.671 1.954 3.192  0.000
48 H 1.734 -1.485 1.987  0.003
49 H 4.029 -1.917 2.743  0.000
50 H 5.126 -0.357 4.319  0.000
51 H 3.917 1.628 5.148  0.001
52 H 1.632 2.102 4.374  0.002
53 F 2.459 4.101 -1.020  0.000
54 C 3.009 2.965 -1.422  0.003
55 F 2.416 2.556 -2.540  0.000
56 F 4.297 3.115 -1.619  0.002
57 S 2.728 1.710 -0.098  0.013
58 O 1.242 1.596 -0.087  0.018
59 O 3.306 2.217 1.095  0.005
60 N 3.423 0.433 -0.651  0.005
61 S 2.811 -0.958 -0.960  0.009
62 O 1.375 -1.040 -0.562  0.058
63 O 3.601 -2.050 -0.533  0.006
64 C 2.702 -1.028 -2.803  0.004
65 F 3.873 -0.761 -3.330  0.001
66 F 1.802 -0.123 -3.205  0.000
67 F 2.289 -2.233 -3.153  0.000
68 C -0.827 3.373 -1.920  0.008
69 C -0.970 1.881 -2.096  0.015
70 O -1.462 1.214 -0.878  0.071
71 C -2.803 1.661 -0.505  -0.010
72 C -3.465 0.698 0.442  0.012
73 H -0.287 3.771 -2.779  0.000
74 H -0.255 3.604 -1.021  -0.002
75 H -1.789 3.880 -1.877  0.000
76 H -0.011 1.413 -2.311  -0.013
77 H -1.669 1.616 -2.890  0.012
78 H -3.366 1.743 -1.436  0.005
79 H -2.702 2.650 -0.059  0.009
80 H -3.665 -0.268 -0.018  -0.001
81 H -4.419 1.129 0.748  0.001
82 H -2.876 0.548 1.346  0.004

> Which value of largest force on an atom does entry 2 give?

0.43 eV/Å

> Number 2 is which compound?

C30H34F6FeN2O6PS2